[1]
Here is a cluster of 2 separate species, C3H6N2O2 in total at a distorted geometry from the Open Molecules 2025 dataset. Energies are from wB97M-V/def2-TZVPD.

F_max (eV/Å): 4.784
Gap between HOMO and LUMO (eV): 11.64
E_HOMO (eV): -10.95
SMILES: Cc1ncno1.O
LUMO (eV): 0.6884
Total energy (eV): -10281.818

Element x y z (Å)
1 C 0.8494 0.0635 -0.0973
2 C 0.3623 -1.9519 -0.2445
3 C 0.5763 1.5179 -0.1026
4 N -0.1399 -0.7066 -0.2082
5 N 1.6464 -1.9589 -0.1346
6 O 2.0263 -0.6312 -0.1262
7 O -2.5343 0.5493 0.5130
8 H -0.2621 -2.8968 -0.1721
9 H -0.4072 1.5170 -0.3387
10 H 1.1293 2.0195 -0.9681
11 H 0.8510 2.0780 0.7802
12 H -1.9177 0.4396 1.2554
13 H -2.1799 -0.0394 -0.1562

***

[2]
Here is a cluster of 2 separate species, C5H14 in total at a distorted geometry from the Open Molecules 2025 dataset. Energies are from wB97M-V/def2-TZVPD.

F_max (eV/Å): 1.269
Gap between HOMO and LUMO (eV): 12.26
E_HOMO (eV): -11.16
SMILES: CCC.CC
LUMO (eV): 1.1052
Total energy (eV): -5411.709

Element x y z (Å)
1 C -1.1796 -2.1194 -1.5449
2 C -0.7133 -1.1218 -2.6000
3 H -1.4861 -1.5764 -0.6533
4 H -2.0866 -2.6202 -1.8749
5 H -0.4569 -2.8883 -1.2758
6 H -1.2902 -0.1989 -2.5062
7 H -0.9361 -1.4608 -3.6087
8 H 0.3305 -0.8345 -2.5327
9 C 0.6653 1.7808 1.4950
10 C 1.8758 1.0277 0.9544
11 C -0.4587 0.8532 2.0020
12 H 0.2627 2.5662 0.8582
13 H 1.0263 2.3807 2.3366
14 H 1.5591 0.3765 0.1360
15 H 2.6695 1.6774 0.5901
16 H -1.3696 0.9516 1.4287
17 H -0.6314 0.9719 3.0687
18 H 2.2731 0.3938 1.7417
19 H -0.0539 -0.1596 1.9848

***

[3]
Here is a structure of composition C44H37N9P2SbSe4Tl from the Open Molecules 2025 dataset. Energies are from wB97M-V/def2-TZVPD.

F_max (eV/Å): 0.484
Gap between HOMO and LUMO (eV): 4.30
E_HOMO (eV): -0.90
Total charge: -2
LUMO (eV): 3.4000
Total energy (eV): -350840.994

Element x y z (Å)
1 Tl 0.5194 1.0044 1.2209
2 N -0.7168 -1.1485 -1.9866
3 P -1.9934 -0.8121 -0.9044
4 C -3.3361 -1.7481 -1.7536
5 C -4.0035 -2.7471 -1.0541
6 C -5.0104 -3.4941 -1.6597
7 C -5.3569 -3.2445 -2.9780
8 C -4.7015 -2.2421 -3.6871
9 C -3.7048 -1.4987 -3.0761
10 C -2.5315 0.8951 -1.2823
11 C -1.7439 1.7810 -2.0066
12 C -2.1239 3.1140 -2.1486
13 C -3.3005 3.5602 -1.5733
14 C -4.0985 2.6804 -0.8432
15 C -3.7110 1.3612 -0.6898
16 P 0.9511 -0.7236 -1.6665
17 C 1.3883 -0.0534 -3.3096
18 C 1.8024 1.2697 -3.4055
19 C 2.0765 1.8306 -4.6513
20 C 1.9280 1.0638 -5.7942
21 C 1.5223 -0.2693 -5.7083
22 C 1.2625 -0.8298 -4.4708
23 C 1.7529 -2.3717 -1.7682
24 C 1.0606 -3.5737 -1.6816
25 C 1.7492 -4.7824 -1.6197
26 C 3.1355 -4.7975 -1.6343
27 C 3.8358 -3.5968 -1.7146
28 C 3.1520 -2.3940 -1.7753
29 H -0.9388 -1.1038 -2.9769
30 H -3.7306 -2.9390 -0.0222
31 H -5.5222 -4.2678 -1.1001
32 H -6.1387 -3.8237 -3.4545
33 H -4.9772 -2.0349 -4.7138
34 H -3.2183 -0.7002 -3.6276
35 H -0.8056 1.4591 -2.4384
36 H -1.4661 3.7995 -2.6705
37 H -3.5804 4.6027 -1.6551
38 H -5.0023 3.0379 -0.3633
39 H -4.3189 0.6866 -0.0932
40 H 1.9306 1.8694 -2.5082
41 H 2.4166 2.8585 -4.6881
42 H 2.1453 1.4978 -6.7635
43 H 1.4272 -0.8708 -6.6056
44 H 0.9733 -1.8740 -4.3993
45 H -0.0236 -3.5572 -1.6623
46 H 1.1973 -5.7135 -1.5569
47 H 3.6715 -5.7376 -1.5799
48 H 4.9190 -3.5982 -1.7230
49 H 3.7008 -1.4582 -1.8277
50 N -0.2023 4.3955 0.0603
51 C -1.1730 4.3086 0.9381
52 N -2.1764 5.2150 0.9499
53 C -3.0990 4.9981 1.8654
54 N -4.1697 5.8605 1.8762
55 N -3.1278 4.0174 2.7866
56 C -2.0775 3.1991 2.6908
57 N -1.1137 3.2621 1.8113
58 C -2.0031 2.0863 3.7046
59 C -3.1025 1.7804 4.4971
60 C -2.9864 0.7544 5.4190
61 C -1.7818 0.0780 5.5259
62 C -0.7383 0.4600 4.6949
63 N -0.8476 1.4366 3.8009
64 H -0.0993 5.1573 -0.6047
65 H 0.6234 3.7955 0.1359
66 H -4.0074 6.7330 1.4018
67 H -4.6791 5.8965 2.7421
68 H -4.0107 2.3526 4.3758
69 H -3.8262 0.4874 6.0493
70 H -1.6484 -0.7307 6.2325
71 H 0.2249 -0.0388 4.7323
72 C 4.9532 0.7154 3.4438
73 C 3.6327 0.9631 3.0122
74 N 2.7694 0.0031 2.7617
75 C 3.1586 -1.2686 2.9254
76 C 4.4282 -1.6224 3.3787
77 C 5.3416 -0.5802 3.6385
78 C 4.7753 -3.0099 3.5445
79 C 3.8990 -3.9867 3.2339
80 C 2.5949 -3.6541 2.7168
81 C 1.6649 -4.6307 2.3233
82 C 0.4485 -4.2488 1.8204
83 C 0.1708 -2.8714 1.7211
84 N 1.0181 -1.9419 2.0826
85 C 2.2202 -2.3124 2.5699
86 H 5.6280 1.5487 3.5821
87 H 3.2951 1.9799 2.8451
88 H 6.3467 -0.8256 3.9642
89 H 5.7672 -3.2512 3.9098
90 H 4.1631 -5.0318 3.3478
91 H 1.9334 -5.6784 2.4061
92 H -0.2829 -4.9745 1.4905
93 H -0.7806 -2.5220 1.3209
94 Se 4.9824 3.3916 -3.0867
95 Sb 3.3141 4.3760 -1.5810
96 Se 2.7566 2.4654 0.0491
97 Se 1.2478 4.8789 -2.8712
98 Se 4.1126 6.2183 -0.1830